Entry 1:
15
Properties=species:S:1:pos:R:3 method="wB97M-V/def2-TZVPD" relative_energy_kj_mol=291.3 smiles="COC(=O)[C@@H](C)O" orbital_gap_ev=10.79 total_charge=0 total_energy_ha=-382.853869 lumo_ev=0.4
C 1.92005 0.41357 0.00688
O 0.99508 -0.28837 1.12527
C -0.11555 -1.00541 0.80605
O -0.22159 -2.20659 0.90938
C -1.27250 -0.16056 0.28882
C -0.66110 0.85790 -0.64827
O -2.20432 -0.98579 -0.34620
H 2.60571 -0.39123 0.04525
H 2.22969 1.36029 0.46096
H 1.71656 0.64773 -1.07021
H -1.71913 0.35569 1.15567
H 0.26430 1.13230 -0.17367
H -1.18539 1.79442 -0.78396
H -0.45804 0.36535 -1.60738
H -1.89378 -1.88929 -0.16860

Entry 2:
14
Properties=species:S:1:pos:R:3 method="wB97M-V/def2-TZVPD" relative_energy_kj_mol=0.0 smiles="O=C1C[C@@H](Br)[C@H](Br)[C@H]1Br" orbital_gap_ev=9.70 total_charge=0 total_energy_ha=-7990.783989 lumo_ev=-0.2
O 1.75914 -0.59059 1.84565
C 0.94566 -0.24830 1.07723
C -0.57466 -0.60039 1.05763
C -1.06116 -0.17405 -0.34021
Br -2.37756 1.29474 0.09607
C 0.11356 0.10465 -1.19183
Br 0.33107 -1.45575 -2.27754
C 1.24932 0.56521 -0.25411
Br 1.04085 2.40625 0.40672
H -0.63193 -1.75336 1.21280
H -0.98056 0.00104 1.83587
H -1.77213 -0.88377 -0.74810
H -0.23355 0.78773 -1.95656
H 2.19196 0.54657 -0.76364

Entry 3:
23
Properties=species:S:1:pos:R:3 method="wB97M-V/def2-TZVPD" relative_energy_kj_mol=282.4 orbital_gap_ev=9.42 total_charge=+1 total_energy_ha=-421.085884 lumo_ev=-3.1
C -1.80767 1.56237 0.06948
C -0.86127 1.64465 1.40238
C 0.49302 1.16833 0.79211
C 1.01278 0.04370 1.29971
N 1.70011 -0.72586 0.23937
N -1.89067 0.25967 -0.47280
H -1.40983 2.22189 -0.66870
H -2.74226 1.93098 0.45343
H -1.16857 1.10592 2.24796
H -0.86337 2.67891 1.64491
H 0.71495 1.72928 -0.03998
H 0.47497 -0.49674 2.05989
H 1.86432 -0.38266 -0.61054
H 2.61701 -0.97598 0.63624
H 1.00149 -1.53397 0.04162
H -1.05070 0.00042 -1.01227
H -2.75661 0.11562 -1.03702
H 0.36657 -3.95585 -0.11759
H -0.95633 -3.33832 -0.37230
O -0.04492 -3.14764 -0.05484
H 1.41194 1.00348 -2.74689
H 0.84386 -0.41692 -2.59677
O 1.29058 0.28052 -2.14892

Entry 4:
10
Properties=species:S:1:pos:R:3 method="wB97M-V/def2-TZVPD" relative_energy_kj_mol=627.3 orbital_gap_ev="10.76 / 5.87" total_charge=0 total_energy_ha=-284.228429 lumo_ev="0.6 / -0.4"
C -1.79241 0.46123 -0.06726
C -0.73672 0.32718 0.87982
N 0.98355 -0.83850 -1.19796
O -2.40961 1.03472 -0.83798
O 2.15087 -0.40477 -0.46545
H -0.26362 -0.62671 0.62438
H 0.12387 1.03459 0.70011
H -0.98545 0.27576 1.99994
H 0.49717 -0.09715 -1.62806
H 2.43237 -1.16635 -0.00755

Entry 5:
9
Properties=species:S:1:pos:R:3 method="wB97M-V/def2-TZVPD" relative_energy_kj_mol=200.8 orbital_gap_ev=10.45 total_charge=0 total_energy_ha=-205.314615 lumo_ev=1.1
H -1.91962 -1.04442 0.12515
N -2.02047 -0.01983 0.05146
C -0.87443 0.43687 -0.13267
N 0.22540 -0.39552 -0.25213
N 1.54157 -0.01013 0.06489
H -0.64314 1.47266 -0.18859
H -0.03283 -1.36532 0.06027
H 1.62166 0.49007 0.93407
H 2.10186 0.43562 -0.66245

Entry 6:
46
Properties=species:S:1:pos:R:3 method="wB97M-V/def2-TZVPD" relative_energy_kj_mol=200.2 orbital_gap_ev=8.85 total_charge=-1 total_energy_ha=-1350.568118 lumo_ev=1.9
N -0.02200 -6.89700 25.94200
O -1.16500 -7.05800 26.50500
O 0.21900 -7.65300 25.00100
O 0.40900 -5.76200 25.86000
O 3.16500 -5.73400 24.05100
H 2.67100 -6.34200 24.57500
H 4.00400 -5.81200 24.48100
O -3.66200 -7.95000 26.88300
H -2.71700 -8.15600 26.83800
H -4.02700 -8.68800 27.40200
O -1.76700 -8.71300 23.52300
H -1.13000 -8.75000 24.22400
H -2.60700 -8.85800 23.99600
O 0.21100 -4.09800 23.87500
H 0.57100 -4.77800 24.47400
H -0.67900 -4.11400 24.20000
O 2.88500 -4.48200 27.50600
H 2.57100 -3.83200 26.85200
H 2.71500 -5.35700 27.11000
O -1.50400 -9.83500 26.25600
H -1.45100 -10.37000 25.44100
H -1.55300 -10.33200 27.04700
O -1.99000 -3.59800 25.21900
H -2.76800 -3.01700 25.34300
H -1.82300 -3.78200 26.09700
O 2.53100 -3.09600 25.05000
H 2.95000 -3.87100 24.73900
H 1.60600 -3.31600 24.83900
O 2.97900 -7.40500 26.43100
H 2.53600 -8.20200 26.25100
H 3.89700 -7.62200 26.27200
O -1.45700 -4.70100 28.06800
H -1.49500 -5.61600 27.86400
H -0.57000 -4.53400 27.85100
O 1.12700 -8.69100 28.79300
H 1.46400 -8.31500 28.01200
H 1.86100 -9.21100 29.09700
O -3.15100 -6.03100 24.66400
H -2.36500 -6.45700 25.00600
H -2.82700 -5.17000 24.73700
O 1.39200 -10.09700 25.78300
H 1.54600 -10.55800 26.62000
H 0.43100 -9.92600 25.85200
O 2.38400 -8.65300 23.24600
H 3.08600 -8.89200 23.86700
H 1.64300 -8.62100 23.86000

Entry 7:
151
Properties=species:S:1:pos:R:3 method="wB97M-V/def2-TZVPD" orbital_gap_ev=8.00 total_charge=-1 total_energy_ha=-19914.589468 lumo_ev=0.4
O 3.10635 -2.35425 -0.70624
C 2.57933 -1.30195 -1.06707
O 2.19970 -0.33464 -0.25365
B 1.26880 0.49941 -0.99032
O 1.15193 -0.04350 -2.34985
C 1.99968 -1.06429 -2.50668
O 2.31799 -1.65997 -3.55195
O 1.82654 1.87256 -1.08149
C 0.95846 2.70216 -0.60389
O 1.09829 3.98271 -0.65979
C -0.27790 1.87875 -0.16209
O -0.05387 0.62210 -0.42479
O -1.32970 2.25726 0.36569
C 2.16205 -9.76330 -6.70721
Br 1.84020 -9.87833 -4.75264
Br 0.61750 -10.40810 -7.76669
Br 3.72323 -10.83511 -7.29339
H 2.27071 -8.70418 -6.94075
C 6.00785 -7.91974 4.11442
Br 6.19941 -8.43000 5.94764
Br 4.71864 -9.34311 3.38449
Br 7.73520 -7.93046 3.26372
H 5.47573 -6.96850 4.12376
C -0.29589 -2.97549 6.05004
C -1.43754 -2.19355 5.74909
C -2.14852 -1.53643 6.68770
C -1.59521 -1.62867 8.02789
C -0.48842 -2.32734 8.28563
C 0.15679 -3.09634 7.35545
N -2.32308 -0.97035 9.16017
O -1.82055 -0.92992 10.25868
O -3.43167 -0.46403 8.87986
H 0.20947 -3.53692 5.27815
H -1.67410 -2.12873 4.69732
H -3.01268 -0.89567 6.59265
H -0.04678 -2.23487 9.26685
H 1.06139 -3.65119 7.55604
C 10.99592 2.08918 -1.92141
C 9.80033 1.70630 -1.30113
C 9.82349 1.07675 -0.07720
C 11.04723 0.84266 0.52301
C 12.26217 1.22316 -0.05979
C 12.24942 1.83142 -1.30241
N 11.02112 0.06691 1.83871
O 9.93614 0.14724 2.41010
O 11.96138 -0.69174 2.09438
H 10.92332 2.56039 -2.89048
H 8.79573 1.90689 -1.64308
H 8.88299 0.78296 0.36500
H 13.19250 0.86672 0.35713
H 13.15860 2.13072 -1.80262
C -5.31795 -5.71996 -1.91347
C -6.31251 -6.56906 -1.58902
C -6.11494 -7.65320 -0.72994
C -4.82453 -7.74015 -0.20592
C -3.86144 -6.76829 -0.38120
C -4.10247 -5.74600 -1.27844
N -4.44758 -9.00348 0.50400
O -5.30256 -9.79756 0.68570
O -3.37837 -9.12511 1.09739
H -5.55208 -4.83243 -2.48260
H -7.35372 -6.45501 -1.85218
H -6.98106 -8.22852 -0.43796
H -2.88889 -7.03474 0.00551
H -3.31741 -5.01120 -1.37923
C -9.96948 -2.04431 0.97290
C -9.46053 -1.16696 0.02214
C -10.10467 -1.01477 -1.21305
C -11.34342 -1.74128 -1.42802
C -11.91071 -2.43861 -0.35965
C -11.20637 -2.54112 0.84581
N -12.03615 -1.68692 -2.75742
O -11.54522 -0.93310 -3.58859
O -12.96272 -2.45416 -2.88953
H -9.53010 -2.23467 1.94095
H -8.55190 -0.63167 0.25508
H -9.70162 -0.49924 -2.07222
H -12.88843 -2.89130 -0.43417
H -11.74452 -3.13040 1.57350
C 9.61719 -5.79655 -4.42529
C 10.11990 -4.61234 -3.91679
C 11.51561 -4.41932 -3.80043
C 12.37196 -5.42224 -4.23067
C 11.81669 -6.57486 -4.79382
C 10.45484 -6.79157 -4.96227
N 13.77186 -5.32931 -3.97360
O 14.24620 -4.21132 -3.89070
O 14.47647 -6.28763 -4.10339
H 8.55204 -5.96243 -4.49131
H 9.50675 -3.73212 -3.79169
H 11.96019 -3.51458 -3.41288
H 12.50316 -7.29370 -5.21624
H 10.08500 -7.73465 -5.33674
C 5.93394 3.74593 -7.87844
C 4.73815 2.93668 -7.72766
C 3.48653 3.57374 -7.57637
C 3.42481 4.97351 -7.64326
C 4.65431 5.70455 -7.82997
C 5.92055 5.08991 -7.85083
N 2.10083 5.69125 -7.42000
O 1.96190 6.89276 -7.72714
O 1.13782 5.05306 -6.98732
H 6.85225 3.18652 -7.97917
H 4.90969 1.87684 -7.61055
H 2.57216 2.99901 -7.57743
H 4.58228 6.78215 -7.82881
H 6.74624 5.74735 -8.07975
N -2.33163 11.75345 4.71314
C -3.14249 12.67062 5.35622
C -4.51480 12.79384 5.01469
C -5.05615 12.05990 3.99360
C -4.23447 10.96760 3.54693
C -2.90915 10.83868 3.93725
H -2.63756 13.30870 6.06635
H -5.05859 13.61915 5.45005
H -6.02310 12.44026 3.69907
H -4.49378 10.24849 2.78402
H -2.22077 10.25250 3.34654
N -0.82484 6.27713 10.13692
C 0.43390 6.76927 9.98006
C 1.06799 6.68477 8.80253
C 0.49220 6.05144 7.76446
C -0.79561 5.43749 7.90641
C -1.51186 5.73636 9.02910
H 0.79324 7.28437 10.85866
H 2.00954 7.21072 8.74548
H 1.14161 5.93911 6.90886
H -1.15055 4.86013 7.06554
H -2.46298 5.25653 9.20665
N -5.55005 -2.18039 -9.52702
C -5.16602 -1.09883 -8.74200
C -3.85804 -0.89684 -8.36352
C -2.92418 -1.98421 -8.59042
C -3.33128 -3.12187 -9.25906
C -4.65425 -3.20149 -9.75223
H -5.96652 -0.41998 -8.48750
H -3.67577 -0.02772 -7.74885
H -1.90248 -2.04856 -8.24634
H -2.63659 -3.92616 -9.45121
H -5.17013 -4.01730 -10.23673
N -9.72945 4.26160 7.32586
C -9.18929 3.84530 6.20659
C -8.87253 4.68579 5.16583
C -9.25359 6.03964 5.25016
C -9.84884 6.49635 6.45055
C -10.04753 5.59238 7.47971
H -8.82421 2.84797 6.01049
H -8.34841 4.29673 4.30540
H -9.03641 6.70061 4.42412
H -10.13574 7.53670 6.40845
H -10.55648 5.83681 8.40037

Entry 8:
15
Properties=species:S:1:pos:R:3 method="wB97M-V/def2-TZVPD" relative_energy_kj_mol=198.3 smiles="C=CCCC(=O)O" orbital_gap_ev=9.79 total_charge=0 total_energy_ha=-345.729418 lumo_ev=0.7
C 2.00846 -0.78389 -0.51896
C 1.73049 -0.07397 0.65200
C 0.31697 0.16163 1.17693
C -0.82904 0.86133 0.28419
C -1.62735 -0.11608 -0.58674
O -1.48140 -1.30396 -0.68208
O -2.47482 0.56638 -1.39196
H 1.44708 -1.35158 -1.29873
H 2.99033 -0.76470 -1.12531
H 2.62783 0.09683 1.25432
H -0.13568 -0.93815 1.28549
H 0.46571 0.77409 2.02666
H -1.39583 1.39078 1.01311
H -0.33880 1.46284 -0.49429
H -3.30394 0.01845 -1.59464

Entry 9:
17
Properties=species:S:1:pos:R:3 method="wB97M-V/def2-TZVPD" relative_energy_kj_mol=440.1 orbital_gap_ev=8.72 total_charge=0 total_energy_ha=-632.641851 lumo_ev=0.5
C 1.87596 -0.14493 -0.15090
C 3.12578 -0.58457 -0.20477
C -0.05198 -1.07008 0.15579
C -0.55203 0.33266 0.07318
C -1.20002 0.59364 -1.23512
C -1.56153 0.61662 1.20506
S 1.02056 1.32632 0.15244
H 3.90540 0.22029 -0.18314
H 3.48255 -1.51278 -0.06431
H -0.28767 -1.83082 -0.58510
H 0.05963 -1.41158 1.11399
H -2.01799 -0.22873 -1.32997
H -0.53132 0.39840 -1.92860
H -1.80667 1.58563 -1.32918
H -2.01571 1.50832 0.96303
H -1.15219 0.44219 2.13525
H -2.29276 -0.24058 1.21235

Entry 10:
34
Properties=species:S:1:pos:R:3 method="wB97M-V/def2-TZVPD" relative_energy_kj_mol=404.8 orbital_gap_ev=8.87 total_charge=0 total_energy_ha=-1197.077884 lumo_ev=-0.3
H -1.34766 4.85616 -1.92253
N -0.68582 4.30504 -1.38030
C -0.91712 2.95710 -1.45472
S -2.36913 2.38208 -2.19143
C -3.09519 1.34129 -1.01835
N -4.35240 1.65584 -0.83490
H -4.92080 1.10986 -0.24083
C -2.29897 0.49191 -0.17291
C -2.71837 -0.85446 -0.27810
N -3.19923 -1.91934 -0.14657
C -0.80754 0.61784 -0.67597
C 0.06715 -0.47880 0.12917
C -0.05133 -0.57530 1.48755
C 0.81827 -1.24991 2.33139
C 1.92288 -1.89363 1.70919
C 2.72480 -2.71930 2.67365
C 2.12232 -1.82589 0.31142
C 1.17054 -1.18700 -0.47043
C 1.45760 -1.04346 -1.92491
C -0.14003 2.01194 -0.52859
C 1.25184 2.09966 -1.05074
N 2.33576 2.15506 -1.33493
H -2.40407 0.71018 0.89260
H -0.89374 0.40398 -1.75227
H -0.71261 -0.05624 2.17526
H 0.73569 -1.26702 3.46842
H 2.78074 -3.71347 2.19689
H 3.74536 -2.29806 2.82520
H 2.28490 -2.83753 3.62727
H 2.98567 -2.43666 -0.00862
H 0.56421 -0.92698 -2.46285
H 2.03063 -0.19472 -2.17571
H 1.97655 -1.90083 -2.30811
H -0.06092 2.28066 0.50572

Entry 11:
17
Properties=species:S:1:pos:R:3 method="wB97M-V/def2-TZVPD" relative_energy_kj_mol=234.5 smiles="NCCC(N)=O.O" orbital_gap_ev=9.99 total_charge=0 total_energy_ha=-380.247330 lumo_ev=0.4
N 2.75157 0.18329 -1.04805
C 1.39222 -0.30736 -1.38907
C 0.45071 0.13040 -0.19291
C -0.72035 -0.91377 0.00268
N -1.74946 -0.44332 0.71269
O -0.92424 -1.97532 -0.60376
H 3.34753 -0.22871 -1.91609
H 3.22271 -0.55791 -0.31982
H 1.49769 -1.34303 -1.69475
H 0.88239 0.24560 -2.22518
H 1.17644 0.22992 0.73225
H 0.17796 1.11085 -0.51628
H -2.38768 -1.11933 1.19055
H -1.64820 0.40230 1.18615
O -1.31559 2.44366 2.11993
H -0.39788 2.69766 1.70012
H -1.70261 3.18054 1.55699

Entry 12:
74
Properties=species:S:1:pos:R:3 method="wB97M-V/def2-TZVPD" spin_multiplicity=6 relative_energy_kj_mol=457.1 orbital_gap_ev="7.16 / 5.03" total_charge=+1 total_energy_ha=-1906.487836 lumo_ev="-2.9 / -5.2"
Ru 2.19119 0.22824 -0.86750
C 0.11884 1.33825 -0.76308
C 0.31180 0.07837 -1.57777
C -0.99868 -0.36043 0.33617
C -0.64774 1.00249 0.39442
C -0.54112 -0.90664 -0.84818
C -0.03827 2.67517 -1.36225
H 0.43903 2.77518 -2.33792
H 0.33422 3.48341 -0.72505
H -1.10886 2.86315 -1.50721
C -1.32350 1.98303 1.25831
H -1.02987 3.00295 1.01699
H -1.04829 1.80515 2.30167
H -2.42162 1.91698 1.20258
C -1.94336 -1.03309 1.26079
H -2.93001 -0.57577 1.24030
H -1.58487 -0.96326 2.28368
H -2.04873 -2.08648 1.02627
C -0.98496 -2.19974 -1.37422
H -2.07826 -2.21519 -1.44625
H -0.72998 -3.05064 -0.71897
H -0.59130 -2.40095 -2.37011
C 0.16687 0.12500 -3.06696
H -0.82602 -0.22175 -3.37631
H 0.88920 -0.55550 -3.50659
H 0.34843 1.11412 -3.49786
C 4.43602 0.29333 -0.23482
C 4.72061 1.47170 -1.10209
C 5.57122 1.25152 -2.35799
C 5.45982 -0.15999 -2.93882
C 4.39154 -1.06883 -2.39291
C 4.59873 -2.05856 -1.47720
C 5.54972 -1.98017 -0.33480
C 5.66883 -0.52700 0.07394
H 6.59522 1.45953 -2.03837
H 6.45234 -0.62987 -2.91667
H 5.28703 1.95590 -3.15503
H 6.55116 -0.07819 -0.40518
H 3.87223 0.46187 0.71663
H 5.30778 2.27251 -0.56489
H 5.87673 -0.43311 1.13716
H 5.23469 -2.61089 0.49908
H 4.14936 -3.03831 -1.59515
H 6.54979 -2.35347 -0.60757
H 5.25285 -0.05706 -4.00612
H 3.53477 -1.17270 -3.06031
P 3.09788 2.23341 -1.57158
C 3.04025 3.38996 -0.14954
C 2.97252 3.17708 -3.10234
P 1.44479 -3.51473 -0.37177
C 2.14982 -1.83391 -0.32358
C 1.90805 -3.88656 -2.14309
C 2.60079 -4.39736 0.75183
H 2.72129 2.78947 0.73442
H 2.31219 4.18269 -0.36700
H 4.02597 3.84043 0.04217
H 3.62192 2.81442 -3.89585
H 3.22808 4.22988 -2.90294
H 1.94580 3.14723 -3.43529
H 3.62791 -4.46295 0.37417
H 2.14270 -5.38629 0.86666
H 2.61628 -3.86779 1.71388
H 3.02435 -1.81309 0.34836
H 2.32303 -1.74555 -1.43541
H 1.07373 -4.49580 -2.52653
H 2.85746 -4.43639 -2.20819
H 1.97945 -2.96752 -2.76287
C 2.13684 -0.31734 4.23860
C 1.36436 0.22023 3.06095
O 0.11507 0.19275 3.23387
O 1.97913 0.65645 2.03957
H 1.53927 -0.30675 5.15288
H 3.05415 0.24548 4.37859
H 2.41324 -1.35261 4.04110